(1)
Here is a 8-piece molecular cluster, C27H58F5N3O12S8 overall at a distorted geometry from the Open Molecules 2025 dataset. Energies are from wB97M-V/def2-TZVPD.

The calculation puts the HOMO energy at -8.1154 eV. Its electronic energy is -5815.32530 Eh. As for the HOMO-LUMO gap: 8.3218 eV.

Atoms and positions in Å:
C  -1.09  1.76  -2.08
O  -1.41  0.51  -1.50
C  -0.53  -0.55  -1.69
C  0.92  -0.21  -2.03
O  1.56  0.56  -1.04
C  1.64  -0.04  0.24
C  2.25  1.00  1.18
C  1.65  2.39  1.03
S  0.12  2.61  1.99
C  0.73  3.34  3.43
N  0.14  3.21  4.59
N  0.85  4.03  5.46
C  1.81  4.55  4.76
O  1.79  4.17  3.46
C  2.48  -1.33  0.24
C  1.69  -2.59  0.58
C  1.46  -2.78  2.05
F  1.03  -4.04  2.31
F  0.50  -1.94  2.53
F  2.57  -2.57  2.78
N  -1.00  -1.51  -2.75
C  -2.00  -2.37  -2.28
O  -2.79  -2.20  -1.44
F  -1.90  -3.53  -2.91
C  -1.30  -0.88  -3.98
O  -0.54  -0.64  -4.84
F  -2.58  -0.55  -4.06
H  -0.93  1.70  -3.15
H  -0.23  2.23  -1.60
H  -1.95  2.40  -1.92
H  -0.54  -1.13  -0.78
H  1.43  -1.16  -2.19
H  1.00  0.34  -2.96
H  0.66  -0.25  0.66
H  3.34  1.01  1.10
H  2.02  0.65  2.18
H  2.36  3.12  1.41
H  1.46  2.66  0.00
H  2.55  5.23  5.15
H  3.28  -1.23  0.97
H  2.98  -1.45  -0.71
H  2.26  -3.44  0.24
H  0.75  -2.64  0.05
C  3.41  -5.34  -2.22
S  4.60  -5.17  -0.89
O  4.61  -3.73  -0.51
C  6.05  -5.46  -1.90
H  2.42  -5.15  -1.80
H  3.62  -4.62  -3.01
H  3.44  -6.35  -2.62
H  6.09  -4.73  -2.70
H  6.01  -6.46  -2.31
H  6.92  -5.35  -1.25
C  4.94  -7.22  -7.32
S  4.45  -6.06  -6.04
O  4.94  -6.61  -4.75
C  2.69  -6.39  -6.11
H  6.02  -7.19  -7.39
H  4.60  -8.22  -7.04
H  4.50  -6.91  -8.27
H  2.50  -7.44  -5.91
H  2.31  -6.11  -7.10
H  2.20  -5.78  -5.36
C  -2.65  5.42  4.72
S  -2.98  5.57  2.97
O  -1.67  5.62  2.26
C  -3.61  7.24  3.04
H  -2.21  4.44  4.90
H  -1.95  6.20  5.02
H  -3.58  5.51  5.27
H  -2.85  7.90  3.45
H  -4.51  7.27  3.65
H  -3.86  7.56  2.03
C  -4.74  -6.79  -0.68
S  -2.94  -6.70  -0.66
O  -2.47  -7.75  0.28
C  -2.85  -5.13  0.19
H  -5.02  -7.73  -1.14
H  -5.12  -6.75  0.34
H  -5.14  -5.96  -1.27
H  -3.35  -5.20  1.15
H  -3.30  -4.35  -0.42
H  -1.79  -4.90  0.35
C  -5.61  4.88  9.67
S  -5.93  4.99  7.91
O  -4.60  5.02  7.24
C  -6.53  6.69  7.93
H  -5.18  3.90  9.87
H  -4.90  5.66  9.97
H  -6.55  4.98  10.22
H  -5.76  7.34  8.34
H  -7.44  6.74  8.52
H  -6.74  6.98  6.90
C  8.15  -4.58  -5.03
S  8.08  -3.29  -6.28
O  8.32  -3.95  -7.59
C  9.61  -2.49  -5.80
H  7.29  -5.24  -5.16
H  9.07  -5.15  -5.14
H  8.11  -4.12  -4.04
H  10.43  -3.20  -5.86
H  9.52  -2.10  -4.78
H  9.79  -1.67  -6.49
C  -8.75  8.02  1.60
S  -6.98  8.26  1.71
O  -6.67  8.52  3.14
C  -6.94  9.84  0.87
H  -9.00  7.10  2.11
H  -9.26  8.86  2.08
H  -9.05  7.95  0.55
H  -7.57  10.55  1.40
H  -7.28  9.71  -0.16
H  -5.91  10.19  0.87

Mulliken population analysis, charges in e, atoms 1 to 5: atom 1 (C): -0.45, atom 2 (O): -0.44, atom 3 (C): -0.22, atom 4 (C): -0.93, atom 5 (O): -0.46



(2)
Here is a 6-piece molecular cluster, C27H58O9 overall at a distorted geometry from the Open Molecules 2025 dataset. Energies are from wB97M-V/def2-TZVPD.

The calculation puts the HOMO energy at -9.6024 eV. As for the relative energy (zero: lowest compared OMol25 entry of this formula, charge and spin): 110.0 kcal/mol. Its electronic energy is -1740.47273 Eh. As for the HOMO-LUMO gap: 10.0451 eV.

Atoms and positions in Å:
C  4.60  -2.72  4.37
C  3.66  -2.51  3.45
C  2.67  -2.50  2.16
C  2.77  -1.14  1.29
C  2.06  0.15  1.95
C  0.80  -0.17  2.90
O  0.14  1.17  2.98
C  -0.93  1.26  2.03
O  -1.63  2.25  1.65
O  -1.11  -0.04  1.44
C  -0.47  -0.98  2.34
C  -1.29  -1.39  3.69
C  -2.90  -1.53  3.43
O  -3.21  -2.15  2.15
C  -3.68  -3.51  2.29
C  -4.89  -3.73  1.20
H  5.46  -3.18  4.99
H  1.61  -2.76  2.54
H  2.98  -3.37  1.45
H  2.40  -1.32  0.20
H  3.90  -0.90  1.19
H  2.77  0.84  2.55
H  1.66  0.81  1.07
H  1.05  -0.33  4.02
H  -0.23  -1.91  1.68
H  -1.18  -0.51  4.43
H  -0.84  -2.38  4.05
H  -3.42  -2.01  4.34
H  -3.30  -0.43  3.36
H  -2.87  -4.31  2.04
H  -4.14  -3.76  3.32
H  -5.51  -4.69  1.41
H  -5.62  -2.83  1.26
H  -4.48  -3.82  0.13
C  1.30  -1.96  8.08
C  0.93  -0.77  7.21
C  0.39  0.38  8.05
O  -0.06  -1.16  6.26
H  0.42  -2.34  8.61
H  1.67  -2.78  7.46
H  2.06  -1.70  8.81
H  1.81  -0.44  6.65
H  -0.52  0.09  8.58
H  0.12  1.23  7.41
H  1.13  0.72  8.78
H  -0.84  -1.46  6.74
C  -4.93  3.27  -1.34
C  -3.76  2.56  -2.00
C  -3.93  1.05  -1.96
O  -2.55  2.92  -1.33
H  -5.02  2.98  -0.28
H  -4.79  4.35  -1.36
H  -5.87  3.03  -1.84
H  -3.66  2.90  -3.04
H  -3.98  0.69  -0.93
H  -3.07  0.56  -2.43
H  -4.84  0.74  -2.49
H  -2.63  2.62  -0.41
C  -1.59  3.88  -4.99
C  -1.38  4.88  -6.12
C  -2.66  5.60  -6.48
O  -0.89  4.18  -7.27
H  -2.32  3.12  -5.28
H  -0.66  3.36  -4.75
H  -1.95  4.39  -4.09
H  -0.61  5.60  -5.83
H  -3.43  4.90  -6.82
H  -2.49  6.30  -7.30
H  -3.05  6.16  -5.62
H  -1.56  3.54  -7.54
C  2.61  -8.05  1.27
C  3.12  -6.73  0.73
C  4.63  -6.76  0.53
O  2.79  -5.68  1.63
H  3.05  -8.27  2.25
H  1.52  -8.01  1.42
H  2.84  -8.87  0.59
H  2.63  -6.51  -0.22
H  5.15  -6.93  1.48
H  4.99  -5.80  0.15
H  4.92  -7.55  -0.17
H  3.22  -5.86  2.48
C  3.50  4.39  -7.70
C  3.13  5.59  -8.56
C  2.60  6.73  -7.72
O  2.15  5.20  -9.51
H  2.63  4.01  -7.16
H  3.88  3.57  -8.32
H  4.27  4.65  -6.97
H  4.01  5.92  -9.12
H  1.69  6.43  -7.18
H  2.33  7.58  -8.36
H  3.34  7.07  -6.99
H  1.36  4.90  -9.03

Mulliken population analysis, charges in e, atoms 1 to 5: atom 1 (C): -0.49, atom 2 (C): -0.40, atom 3 (C): 0.43, atom 4 (C): -0.68, atom 5 (C): -0.95



(3)
Here is C27H59BBrI2N2O6P2 as an isolated structure from the Open Molecules 2025 dataset. Energies are from wB97M-V/def2-TZVPD.

The calculation puts the HOMO energy at -5.0933 eV. Its total charge is -1. As for the relative energy (zero: lowest compared OMol25 entry of this formula, charge and spin): 0.0 kcal/mol. Its electronic energy is -5502.28282 Eh. As for the HOMO-LUMO gap: 7.1518 eV.

Atoms and positions in Å:
C  -3.30  1.85  2.78
C  -2.62  0.54  3.05
I  -3.71  -0.59  4.44
C  -1.50  0.10  2.47
I  -0.74  -1.78  3.06
C  -0.66  0.84  1.39
P  1.09  0.85  2.04
N  2.11  -0.30  1.77
O  0.77  1.17  3.60
O  1.68  2.24  1.48
O  -0.94  2.20  1.31
B  -1.36  2.64  -0.10
C  -0.23  3.71  -0.63
C  -0.11  3.80  -2.16
C  -0.61  5.12  -2.73
O  1.27  3.61  -2.60
C  -2.85  3.38  -0.17
C  -4.00  2.57  -0.77
C  -5.41  3.03  -0.35
Br  -3.87  2.67  -2.74
O  -1.37  1.36  -0.82
C  -0.92  0.24  -0.10
C  0.25  -0.39  -0.87
C  1.28  0.63  -1.36
C  2.70  0.07  -1.51
N  3.74  1.11  -1.57
P  -2.40  -0.96  -0.13
C  -2.75  -0.92  -1.92
O  -1.64  -2.45  -0.08
H  -2.56  2.64  2.66
H  -3.98  2.10  3.58
H  -3.89  1.76  1.86
H  2.36  -0.84  2.59
H  1.60  1.13  4.10
H  2.60  2.03  1.24
H  -0.49  4.70  -0.22
H  0.76  3.48  -0.24
H  -0.66  2.99  -2.63
H  -1.65  5.29  -2.45
H  -0.01  5.95  -2.34
H  -0.57  5.12  -3.82
H  1.65  4.48  -2.70
H  -2.76  4.28  -0.78
H  -3.17  3.74  0.82
H  -3.87  1.51  -0.55
H  -5.91  2.24  0.22
H  -6.04  3.27  -1.20
H  -5.35  3.92  0.28
H  0.71  -1.22  -0.34
H  -0.21  -0.82  -1.76
H  1.31  1.53  -0.75
H  0.97  0.96  -2.36
H  2.75  -0.54  -2.42
H  2.92  -0.59  -0.67
H  3.34  1.97  -1.94
H  4.08  1.31  -0.64
H  -2.06  -1.56  -2.48
H  -2.70  0.10  -2.29
H  -3.76  -1.31  -2.07
H  -1.99  -2.94  0.67
C  0.54  -0.01  -5.35
C  1.26  1.32  -5.51
C  1.89  1.52  -6.88
C  2.96  0.49  -7.25
C  4.12  0.40  -6.25
C  4.90  1.70  -6.10
H  1.21  -0.86  -5.47
H  0.09  -0.09  -4.36
H  -0.26  -0.11  -6.09
H  2.03  1.41  -4.73
H  0.56  2.14  -5.32
H  2.32  2.53  -6.93
H  1.10  1.49  -7.65
H  3.36  0.74  -8.24
H  2.50  -0.49  -7.35
H  4.79  -0.40  -6.58
H  3.74  0.09  -5.27
H  5.31  2.02  -7.06
H  5.73  1.57  -5.41
H  4.28  2.50  -5.72
C  2.11  -6.76  6.90
C  0.62  -6.94  7.15
C  -0.25  -6.48  5.98
C  -0.13  -4.99  5.64
C  -0.45  -4.04  6.79
C  -1.88  -4.15  7.30
H  2.37  -5.71  6.76
H  2.70  -7.13  7.74
H  2.43  -7.30  6.00
H  0.33  -6.41  8.06
H  0.42  -8.00  7.34
H  -1.30  -6.72  6.21
H  0.00  -7.06  5.09
H  -0.81  -4.77  4.81
H  0.87  -4.79  5.27
H  -0.28  -3.01  6.44
H  0.25  -4.19  7.62
H  -2.59  -3.96  6.49
H  -2.08  -3.42  8.08
H  -2.09  -5.14  7.71

Mulliken population analysis, charges in e, atoms 1 to 5: atom 1 (C): -0.99, atom 2 (C): 0.33, atom 3 (I): -0.04, atom 4 (C): -1.67, atom 5 (I): 0.12



(4)
Here is C27H60AlBrN2O15P3S2 as an isolated structure at a distorted geometry from the Open Molecules 2025 dataset. Energies are from wB97M-V/def2-TZVPD.

The calculation puts the HOMO energy at -5.3320 eV. Its total charge is -1. Its electronic energy is -6939.63861 Eh. As for the HOMO-LUMO gap: 4.4202 eV.

Atoms and positions in Å:
C  -0.41  -3.03  6.44
C  -0.18  -3.13  4.84
C  0.98  -2.10  4.41
Br  2.32  -1.70  5.83
Al  2.02  -2.71  2.75
S  0.69  -2.30  0.93
C  2.65  -4.64  2.94
C  2.84  -5.26  1.47
S  1.65  -6.68  1.12
C  1.31  -6.48  -0.69
N  1.98  -6.98  -1.84
N  1.25  -6.43  -2.87
C  0.17  -5.62  -2.37
O  0.19  -5.65  -0.93
C  3.70  -1.52  2.63
C  3.40  0.05  2.78
O  4.39  0.84  2.72
O  2.12  0.61  3.03
H  0.43  -3.63  6.93
H  -1.41  -3.51  6.77
H  -0.42  -1.95  6.81
H  0.02  -4.21  4.54
H  -1.17  -2.80  4.34
H  0.46  -1.12  4.13
H  0.55  -0.92  0.83
H  1.97  -5.25  3.63
H  3.71  -4.59  3.41
H  3.88  -5.68  1.26
H  2.64  -4.44  0.69
H  -0.59  -5.02  -2.95
H  4.35  -1.81  3.54
H  4.29  -1.78  1.68
H  1.58  0.56  2.21
O  -3.84  1.35  -3.60
P  -3.45  -0.03  -4.16
O  -2.07  -0.20  -3.26
C  -2.20  -0.45  -1.87
C  -2.59  -1.89  -1.62
O  -2.80  0.60  -5.55
C  -3.49  1.63  -6.25
C  -2.75  2.94  -6.08
O  -3.17  -1.59  -4.79
C  -2.19  -1.93  -5.77
C  -0.77  -1.88  -5.25
H  -2.93  0.23  -1.42
H  -1.23  -0.25  -1.41
H  -3.59  -2.11  -2.02
H  -2.61  -2.11  -0.54
H  -1.89  -2.58  -2.10
H  -4.53  1.71  -5.91
H  -3.52  1.36  -7.31
H  -2.59  3.18  -5.03
H  -3.30  3.76  -6.55
H  -1.76  2.88  -6.54
H  -2.31  -1.33  -6.68
H  -2.41  -2.96  -6.06
H  -0.44  -0.85  -5.09
H  -0.09  -2.33  -5.98
H  -0.67  -2.42  -4.31
O  -1.77  4.86  -8.62
P  -1.89  5.86  -9.77
O  -0.95  5.02  -10.84
C  -1.48  3.83  -11.41
C  -2.49  4.15  -12.49
O  -0.74  6.88  -9.14
C  -0.75  7.18  -7.75
C  0.42  6.49  -7.07
O  -2.17  7.02  -11.00
C  -1.23  7.99  -11.45
C  -0.07  7.41  -12.24
H  -1.93  3.20  -10.63
H  -0.64  3.28  -11.84
H  -3.36  4.67  -12.07
H  -2.83  3.24  -12.98
H  -2.06  4.82  -13.24
H  -1.70  6.90  -7.29
H  -0.65  8.27  -7.64
H  0.42  5.42  -7.27
H  0.39  6.65  -5.99
H  1.36  6.88  -7.46
H  -0.88  8.62  -10.63
H  -1.79  8.66  -12.11
H  0.61  6.86  -11.60
H  0.50  8.21  -12.72
H  -0.43  6.73  -13.02
O  1.72  -2.71  9.62
P  0.96  -1.95  10.71
O  2.19  -0.91  11.10
C  2.52  0.12  10.17
C  1.50  1.24  10.22
O  1.21  -3.11  11.87
C  1.05  -4.49  11.52
C  2.42  -5.16  11.47
O  -0.03  -1.12  11.84
C  0.06  -1.24  13.25
C  1.29  -0.59  13.85
H  2.59  -0.29  9.16
H  3.50  0.50  10.45
H  0.51  0.89  9.90
H  1.80  2.06  9.57
H  1.38  1.62  11.24
H  0.52  -4.60  10.57
H  0.44  -4.96  12.29
H  3.09  -4.63  10.79
H  2.33  -6.19  11.13
H  2.88  -5.14  12.46
H  -0.05  -2.28  13.58
H  -0.82  -0.72  13.65
H  2.19  -1.16  13.62
H  1.20  -0.54  14.94
H  1.43  0.43  13.47

Mulliken population analysis, charges in e, atoms 1 to 5: atom 1 (C): -1.12, atom 2 (C): -0.10, atom 3 (C): -0.22, atom 4 (Br): -0.24, atom 5 (Al): -0.14



> Number 1 is which compound?

C27H58F5N3O12S8



> Which formula does entry 3 have?

C27H59BBrI2N2O6P2



> The highest electronic energy belongs to which entry?

C27H58O9



> The lowest HOMO-LUMO gap belongs to which entry?

C27H60AlBrN2O15P3S2